Entry 1:
The following is a quantum chemistry calculation of a 2-piece molecular cluster, C23H25F4N2O overall, from OMol25.

- Net charge: +1
- HOMO energy: -9.9 eV
- HOMO-LUMO gap: 3.149 eV
- Energy above the lowest of the compared OMol25 structures with the same formula, charge and spin: 0.00 kcal/mol

Positions of all 55 atoms, in Å:
F1 -3.067 -5.217 0.793
C1 -2.778 -4.231 -0.126
C2 -2.747 -4.583 -1.475
C3 -2.436 -3.554 -2.364
F2 -2.386 -3.855 -3.707
C4 -2.185 -2.254 -1.960
C5 -2.258 -1.895 -0.575
C6 -2.064 -0.514 -0.250
C7 -2.435 0.199 0.933
C8 -2.587 1.615 0.801
C9 -2.953 2.381 1.889
F3 -3.058 3.746 1.736
C10 -3.202 1.836 3.149
C11 -3.007 0.463 3.276
F4 -3.190 -0.107 4.519
C12 -2.614 -0.361 2.228
C13 -2.548 -2.943 0.345
H1 -2.946 -5.596 -1.807
H2 -1.962 -1.485 -2.701
H3 -1.940 0.131 -1.131
H4 -2.410 2.079 -0.171
H5 -3.511 2.450 3.989
H6 -2.427 -1.413 2.418
H7 -2.600 -2.755 1.409
C14 2.838 -0.145 3.399
N1 2.327 0.752 2.427
C15 3.192 1.692 1.822
C16 2.790 2.093 0.395
C17 1.769 1.174 -0.242
N2 1.765 0.995 -1.605
C18 2.861 1.537 -2.402
C19 2.522 1.520 -3.885
O1 2.057 0.233 -4.305
C20 0.868 -0.154 -3.623
C21 1.023 -0.156 -2.107
C22 0.818 0.586 0.547
C23 0.939 0.696 2.022
H8 2.075 -0.361 4.160
H9 3.140 -1.114 2.953
H10 3.731 0.290 3.870
H11 3.214 2.606 2.453
H12 4.216 1.282 1.855
H13 2.368 3.108 0.467
H14 3.714 2.165 -0.196
H15 3.051 2.574 -2.105
H16 3.787 0.950 -2.251
H17 1.771 2.306 -4.091
H18 3.430 1.683 -4.483
H19 0.026 0.516 -3.894
H20 0.659 -1.177 -3.971
H21 1.506 -1.108 -1.802
H22 0.011 -0.160 -1.693
H23 -0.028 0.026 0.171
H24 0.466 -0.158 2.526
H25 0.406 1.612 2.369

Here are the Löwdin charges for atoms 1 to 6, given in e: F 0.07; C -0.19; C 0.14; C -0.19; F 0.07; C 0.09

---

Entry 2:
The following is a quantum chemistry calculation of C5H9NS as an isolated structure, from OMol25.

- Net charge: 0
- HOMO energy: -8.7 eV
- HOMO-LUMO gap: 9.571 eV
- Energy above the lowest of the compared OMol25 structures with the same formula, charge and spin: 76.10 kcal/mol

Positions of all 16 atoms, in Å:
C1 -2.210 -1.155 0.014
C2 -1.097 -0.207 -0.318
C3 0.144 1.683 -0.299
C4 1.025 0.687 0.487
C5 0.200 -0.586 0.493
H1 -2.084 -2.214 -0.564
H2 -3.104 -0.651 -0.368
H3 -2.260 -1.293 1.153
H4 -0.871 -0.591 -1.389
H5 -1.401 1.282 1.232
H6 0.100 2.797 0.105
H7 0.615 1.620 -1.315
H8 1.722 1.001 1.313
H9 -0.146 -1.173 1.364
N1 -1.348 1.241 -0.049
S1 1.781 -0.750 -0.216

Here are the Löwdin charges for atoms 1 to 6, given in e: C -0.11; C -0.52; C -0.22; C -0.57; C -0.59; H 0.13

---

Entry 3:
The following is a quantum chemistry calculation of C8H9ClI2LuO8SV as an isolated structure, from OMol25.

- Net charge: +4
- HOMO energy (spin up / spin down): -24.1 / -24.1 eV
- Multiplicity: 3
- HOMO-LUMO gap (spin up / spin down): 6.073 / 5.901 eV
- ⟨S²⟩: 2.11
- Energy above the lowest of the compared OMol25 structures with the same formula, charge and spin: 19.79 kcal/mol

Positions of all 31 atoms, in Å:
I1 3.681 0.108 -2.101
I2 -2.595 2.991 1.350
Lu1 -0.186 1.553 1.461
V1 1.892 -0.327 -0.472
S1 -0.094 0.546 -0.915
C1 1.703 -2.146 -0.258
C2 2.771 -0.109 1.228
C3 -1.336 -0.805 -1.902
C4 -2.542 0.080 -2.207
C5 -1.635 -1.962 -0.964
C6 -0.564 -1.180 -3.161
C7 0.182 1.268 3.909
C8 -1.369 -0.311 2.424
O1 3.577 -0.483 1.982
O2 1.582 -3.293 -0.033
O3 0.400 1.106 5.041
O4 -2.006 -1.261 2.576
H1 -3.319 -0.485 -2.746
H2 -2.247 0.931 -2.844
H3 -2.992 0.476 -1.283
H4 -1.834 -2.875 -1.551
H5 -2.529 -1.743 -0.361
H6 -0.811 -2.181 -0.269
H7 -1.173 -1.833 -3.812
H8 0.379 -1.705 -2.937
H9 -0.305 -0.275 -3.730
O5 1.807 3.792 3.263
Cl1 2.323 2.829 2.350
O6 3.681 2.957 1.978
O7 2.060 1.459 2.940
O8 1.498 2.877 1.042

Here are the Löwdin charges for atoms 1 to 6, given in e: I 1.13; I 0.82; Lu 0.99; V 0.01; S 0.60; C -0.08

---

Entry 4:
The following is a quantum chemistry calculation of C28H35F3N4P2Ru as an isolated structure, from OMol25.

- Net charge: +2
- HOMO energy (spin up / spin down): -13.5 / -13.5 eV
- Multiplicity: 5
- HOMO-LUMO gap (spin up / spin down): 6.679 / 4.217 eV
- ⟨S²⟩: 6.02
- Energy above the lowest of the compared OMol25 structures with the same formula, charge and spin: 0.00 kcal/mol

Positions of all 73 atoms, in Å:
Ru1 1.478 -1.005 -0.406
C1 3.424 -0.935 -0.286
C2 2.895 0.394 -0.108
C3 3.034 1.445 -1.198
C4 2.406 0.934 -2.497
C5 1.358 -0.104 -2.204
C6 1.479 -1.537 -2.277
C7 2.780 -2.226 -2.393
C8 3.898 -1.527 -1.583
C9 -2.503 -0.822 -0.292
H1 3.901 -1.367 0.589
H2 3.007 0.802 0.900
H3 4.080 1.762 -1.356
H4 2.516 2.362 -0.883
H5 1.912 1.779 -2.994
H6 3.183 0.598 -3.188
H7 0.382 0.236 -2.560
H8 0.619 -2.070 -2.687
H9 3.062 -2.278 -3.448
H10 2.671 -3.282 -2.118
H11 4.618 -2.311 -1.315
H12 4.413 -0.800 -2.222
H13 -1.648 -1.490 -0.102
H14 -3.120 -1.259 -1.087
H15 -3.095 -0.741 0.623
P1 -1.971 0.780 -0.837
P2 0.110 -0.312 1.778
N1 -1.916 0.363 -2.558
N2 -3.276 1.733 -0.590
N3 1.714 -1.236 2.477
N4 -0.343 0.274 3.475
C10 -0.518 1.755 -0.333
C11 -0.001 1.518 1.090
C12 -1.747 -0.935 -3.087
C13 -1.879 -0.881 -4.460
C14 -2.122 0.487 -4.809
C15 -2.107 1.229 -3.638
C16 -4.525 1.308 -1.079
C17 -5.296 2.432 -1.250
C18 -4.522 3.571 -0.842
C19 -3.295 3.122 -0.419
C20 1.880 -2.425 1.788
C21 2.912 -3.172 2.367
C22 3.472 -2.335 3.354
C23 2.760 -1.126 3.373
C24 0.385 0.572 4.607
C25 -0.514 0.994 5.591
C26 -1.805 1.015 5.009
C27 -1.672 0.614 3.689
H16 -0.740 2.826 -0.471
H17 0.294 1.558 -1.055
H18 1.064 1.790 1.121
H19 -0.512 2.118 1.862
H20 -1.565 -1.811 -2.475
H21 -1.826 -1.723 -5.139
H22 -2.303 0.872 -5.804
H23 -2.231 2.284 -3.450
H24 -4.728 0.255 -1.228
H25 -6.311 2.447 -1.621
H26 -4.831 4.602 -0.847
H27 -2.442 3.633 0.007
H28 1.340 -2.690 0.858
H29 3.178 -4.178 2.067
H30 4.341 -2.560 3.956
H31 2.990 -0.217 3.933
H32 1.452 0.472 4.630
H33 -0.241 1.255 6.598
H34 -2.743 1.285 5.468
H35 -2.390 0.524 2.890
F1 -2.221 -1.665 2.410
C28 -0.870 -1.806 2.185
F2 -0.412 -2.410 3.332
F3 -0.763 -2.769 1.172

Here are the Löwdin charges for atoms 1 to 6, given in e: Ru 1.29; C -0.28; C -0.29; C -0.17; C -0.17; C -0.30

---

Entry 5:
The following is a quantum chemistry calculation of CH4InN2O as an isolated structure, from OMol25.

- Net charge: +3
- HOMO energy: -24.8 eV
- HOMO-LUMO gap: 3.828 eV
- Energy above the lowest of the compared OMol25 structures with the same formula, charge and spin: 22.86 kcal/mol

Positions of all 9 atoms, in Å:
In1 1.520 2.952 -2.234
C1 -0.159 0.146 0.147
O1 0.028 1.362 -0.105
N1 0.166 -0.367 1.383
N2 -0.703 -0.750 -0.700
H1 0.481 0.193 2.194
H2 0.396 -1.368 1.388
H3 -0.856 -0.445 -1.669
H4 -0.873 -1.723 -0.404

Here are the Löwdin charges for atoms 1 to 6, given in e: In 1.48; C -0.42; O 0.14; N 0.48; N 0.46; H 0.23

---

Q: net charge of number 2 (C5H9NS)?
A: 0